{"formula": "C2H3Cl2NSSi", "method": "ωB97M-V/def2-TZVPD", "charge": 0, "de_lowest_ev": 3.8084, "fmax_ev_per_a": 3.956, "e_lumo_ha": -0.0086, "smiles": "C=[Si](Cl)SC#N.Cl", "homo_lumo_gap_ev": 8.734, "total_energy_ha": -1740.81492, "species": ["C", "Si", "Cl", "S", "C", "N", "H", "H", "Cl", "H"], "xyz": [[1.19, 1.18, 1.41], [-0.38, 0.34, 1.40], [-2.30, 0.77, 1.71], [-0.12, -1.73, 0.81], [-1.14, -1.61, -0.47], [-1.82, -1.78, -1.39], [1.27, 2.22, 1.52], [1.98, 0.56, 1.06], [0.95, 0.60, -2.81], [0.38, -0.54, -3.23]], "lowdin_charge": [-0.232, 0.003, 0.362, 0.691, -0.850, 0.103, -0.051, -0.044, 0.217, -0.199]}